Molecular formula: C36H69BBrFNO12P2
Method: DFT, ωB97M-V/def2-TZVPD

charge: +1
maximum force: 6.6 eV/Å
electronic energy: -5752.1498 Eh

Element x y z (Å)
Br1 -3.510 -0.271 -1.035
P1 -1.074 4.657 -6.018
P2 5.223 2.522 5.422
F1 -0.283 -4.777 -2.084
O1 6.543 2.452 6.092
O2 -2.442 4.310 -5.185
O3 -0.190 3.528 -5.639
O4 3.682 2.003 5.150
O5 -3.720 -5.639 5.574
O6 -1.952 5.521 -7.096
O7 -0.966 -4.470 1.545
O8 -0.553 5.936 -5.168
O9 1.337 -4.040 1.148
O10 5.538 2.874 3.865
O11 -2.279 -4.192 4.686
O12 4.646 3.956 5.928
N1 -3.212 -1.597 0.271
C1 -1.607 -3.043 -1.006
C2 -3.141 -1.988 -5.658
C3 -2.680 -3.190 5.653
C4 0.873 -2.305 -1.000
C5 -0.642 -1.948 -4.333
C6 0.688 -1.978 -3.605
C7 -2.132 -1.286 1.261
C8 -2.407 3.663 -8.643
C9 -2.591 -4.747 -2.631
C10 -3.387 -5.885 3.280
C11 -1.949 5.099 -8.478
C12 -3.153 -5.219 4.610
C13 -2.946 -2.956 -0.286
C14 -0.755 -1.261 0.606
C15 0.663 -1.330 -2.189
C16 3.300 1.053 7.387
C17 -2.208 -1.800 5.299
C18 -0.123 -1.869 3.852
C19 6.222 1.912 3.066
C20 -1.529 -4.475 -1.537
C21 6.304 5.660 6.445
C22 0.358 -0.754 1.562
C23 5.278 4.683 6.985
C24 3.205 0.863 5.885
C25 -0.669 -1.618 5.289
C26 -0.390 -2.586 -0.144
C27 -2.283 -3.076 -5.688
C28 -2.611 3.051 -4.556
C29 -1.494 -0.847 -4.343
C30 0.737 6.480 -5.457
C31 0.773 7.194 -6.797
C32 -1.049 -3.081 -5.044
C33 -0.020 -0.569 3.049
C34 -2.728 -0.837 -4.985
C35 -2.126 3.090 -3.118
C36 5.356 0.704 2.751
B1 -0.005 -3.754 0.890
H1 -0.260 -0.748 -2.130
H2 -2.228 -2.007 2.074
H3 -1.722 -5.224 -0.763
H4 -1.200 0.064 -3.823
H5 7.147 1.605 3.563
H6 -2.620 5.770 -9.012
H7 -4.078 -1.669 0.806
H8 0.960 7.187 -4.659
H9 1.478 -0.604 -2.172
H10 -3.381 3.512 -8.176
H11 -0.949 5.232 -8.897
H12 -0.765 -2.632 3.404
H13 5.807 6.482 5.929
H14 -3.775 -3.175 5.654
H15 6.971 5.186 5.725
H16 -2.592 -3.977 -6.211
H17 -2.992 -3.660 0.551
H18 2.856 0.206 7.909
H19 0.648 0.244 1.221
H20 -0.255 -2.412 5.914
H21 -1.706 2.967 -8.169
H22 -2.802 3.693 -2.507
H23 -2.312 -0.274 1.627
H24 -0.380 -0.619 5.617
H25 4.491 5.228 7.508
H26 -2.702 -6.721 3.124
H27 -4.112 -2.001 -6.138
H28 1.612 -4.723 0.522
H29 -2.107 2.265 -5.121
H30 -0.845 -0.515 -0.193
H31 -0.884 0.091 3.188
H32 -2.388 -3.515 6.653
H33 -2.587 -1.149 6.096
H34 -4.391 -6.301 3.247
H35 2.165 0.713 5.594
H36 -2.965 -3.794 -3.009
H37 -3.782 -3.204 -0.942
H38 6.900 6.076 7.258
H39 5.832 0.073 2.000
H40 -0.436 -3.974 -5.082
H41 -3.680 2.822 -4.580
H42 2.793 1.968 7.693
H43 4.343 1.135 7.710
H44 4.376 1.014 2.387
H45 -3.428 -5.286 -2.175
H46 -2.666 -1.429 4.375
H47 1.311 -3.224 -1.389
H48 0.706 6.478 -7.623
H49 3.765 -0.026 5.578
H50 -2.171 -5.385 -3.403
H51 -0.066 7.883 -6.892
H52 1.366 -1.367 -4.211
H53 -2.091 2.081 -2.699
H54 1.491 5.689 -5.420
H55 -1.137 3.539 -3.036
H56 -3.279 -5.208 2.431
H57 5.724 4.001 7.708
H58 1.704 7.748 -6.914
H59 -1.705 -2.390 -1.887
H60 6.496 2.417 2.141
H61 1.653 -1.868 -0.379
H62 -3.344 0.054 -4.939
H63 5.196 0.093 3.645
H64 -2.473 3.401 -9.698
H65 0.818 -0.014 3.485
H66 -0.524 -5.014 2.213
H67 1.266 -1.358 1.533
H68 1.098 -2.988 -3.597
H69 0.884 -2.288 3.939

Atomic forces in eV per Å
0.0 0.1 -0.1
-2.9 1.8 5.4
-0.4 6.3 -2.0
0.2 0.4 0.3
-0.9 -3.0 0.5
0.0 0.0 -0.5
0.7 0.0 -3.0
1.6 -2.2 1.0
-0.4 0.2 0.7
2.1 -1.5 -1.3
0.1 0.3 0.1
0.0 -0.4 -0.7
-0.6 -0.3 -0.2
-0.3 -0.6 0.5
-0.2 0.6 -1.0
-0.2 -0.6 0.2
0.2 -0.8 0.8
0.3 0.3 -0.2
0.1 0.5 0.2
-0.8 -0.1 0.2
-0.3 0.6 -0.7
0.0 -1.0 -0.1
-0.2 1.0 -0.1
0.7 1.1 0.1
0.0 -0.1 0.2
-0.1 0.3 1.0
0.3 0.3 -0.8
-0.1 -0.1 -0.4
-0.1 -1.0 0.2
-0.3 -0.6 -0.4
0.2 -0.6 -0.6
0.4 -0.4 -0.4
0.2 0.2 0.0
0.8 0.5 0.7
0.1 0.4 0.8
0.1 -0.2 -0.2
-1.1 -0.9 -0.9
-0.1 0.1 -0.1
-0.5 0.8 0.6
0.3 0.2 0.0
-0.1 -0.2 0.2
-0.5 -0.9 -1.4
-0.1 -0.5 0.4
-0.1 -0.6 -0.3
0.1 -0.1 0.2
0.0 0.6 0.4
0.3 0.2 -0.1
-0.1 -0.2 -0.1
-0.5 0.6 0.0
0.5 -0.3 -0.1
0.3 -0.6 0.1
-0.2 0.1 0.1
-0.1 -0.1 0.2
0.5 0.4 0.0
0.1 0.0 0.3
-0.1 -0.1 -0.1
0.5 0.3 0.3
0.1 -0.1 -0.1
0.0 0.0 0.0
0.0 0.1 0.2
-0.1 0.2 -0.2
-0.1 -0.1 0.1
-0.1 0.0 0.1
0.0 0.1 -0.1
0.0 0.1 0.0
0.1 0.0 -0.2
0.0 0.0 0.0
0.1 -0.1 0.1
0.0 -0.1 0.1
0.0 0.1 0.0
0.1 0.3 0.2
0.0 0.0 0.0
0.1 -0.1 -0.1
0.1 0.4 0.4
0.0 0.0 -0.1
0.0 0.0 0.0
-0.3 -0.2 0.2
0.1 -0.1 0.2
-0.1 -0.1 -0.1
0.1 0.1 0.1
0.1 -0.2 -0.1
0.5 0.1 0.2
0.1 0.1 0.0
0.0 0.0 0.1
-0.1 -0.2 -0.1
0.3 0.1 -0.1
-0.3 -0.2 -0.1
0.0 0.0 0.3
0.0 0.1 -0.1
0.1 -0.2 -0.5
0.1 0.1 -0.1
0.0 0.0 0.0
0.0 0.0 0.0
0.1 0.1 0.1
0.0 0.2 0.0
-0.1 0.0 0.0
0.0 -0.1 0.0
0.0 0.1 -0.1
0.0 0.0 -0.1
0.1 -0.2 0.0
-0.2 0.0 0.1
0.0 0.0 0.0
-0.1 0.0 0.0
0.0 0.2 -0.1
0.0 0.0 0.1
0.1 -0.2 0.0
0.0 -0.1 0.0
-0.1 0.0 0.0
0.1 -0.1 -0.1
0.2 0.0 0.1
0.1 -0.1 -0.1
0.0 0.0 0.0
0.2 0.0 0.0
0.0 0.1 0.1
-0.2 -0.2 0.2
0.0 -0.1 -0.1
0.0 0.0 0.0
0.0 0.0 0.0
-0.1 0.1 0.0
-0.2 -0.1 0.0
-0.2 -0.2 -0.2
-0.1 0.0 0.1
-0.1 -0.1 -0.2